w) 12
Properties=species:S:1:pos:R:3:mulliken_charge:R:1 method="wB97M-V/def2-TZVPD" gap_ev="5.4 / 5.4" total_charge=-1 e_homo_ev="-3.5 / -3.5"
S -0.1556 -2.8077 -1.7550 -0.7199
S -0.2330 1.3204 -1.0103 0.0365
O 0.5363 -0.3005 1.8223 -0.6613
O 2.4647 0.5412 1.0078 -0.6171
C 1.3167 0.0815 0.9746 0.7561
C -1.5785 0.9448 0.1562 -0.7345
C 0.9288 0.2036 -0.5253 -0.1549
H 1.7598 0.1316 -1.2101 0.2527
H -1.1556 0.8726 1.1558 0.2923
H -2.3128 1.7410 0.0875 0.3281
H 0.4325 -2.7176 -0.5710 -0.0223
H -2.0034 -0.0110 -0.1325 0.2444

=====

x) 12
Properties=species:S:1:pos:R:3:mulliken_charge:R:1 method="wB97M-V/def2-TZVPD" gap_ev=8.0 total_charge=-1 e_homo_ev=-4.6 smiles="CC(S)(S)C(=O)[O-]"
S -0.7309 -0.1374 2.1870 -0.3254
S -1.8612 1.4343 -0.2551 -0.3786
O -0.9225 -2.3281 0.2238 -0.6964
O -1.8424 -1.1471 -1.3509 -0.7191
C -0.8175 0.0920 0.3616 0.2401
C 0.7624 0.4091 -0.1110 -0.9104
C -1.2466 -1.2841 -0.2815 0.5751
H -0.3503 -1.4416 1.9274 0.1620
H 1.1522 1.4293 0.0365 0.2917
H 0.6745 0.0522 -1.2043 0.2597
H -1.9618 0.5232 -1.3731 0.2397
H 1.4495 -0.3558 0.3561 0.2617

=====

Most favorable structure: x). The second most favorable one is 0.0671 hartree above it.

=====

w) 9
Properties=species:S:1:pos:R:3:mulliken_charge:R:1 method="wB97M-V/def2-TZVPD" gap_ev=11.2 e_homo_ev=-10.5 smiles=ClCBr.C#C
Br -1.4691 1.0825 1.5400 -0.0886
Cl -2.8861 -0.1081 -0.9421 -0.1606
C -1.5736 -0.3231 0.1973 -0.1996
C 2.0440 -0.0258 0.2617 -0.3782
C 1.9919 0.3563 -0.8726 -0.3260
H -0.6265 -0.5150 -0.2611 0.1104
H 2.0949 0.1163 1.3432 0.3267
H -1.7762 -1.2868 0.5548 0.3204
H 2.2007 0.7037 -1.8212 0.3954

=====

x) 9
Properties=species:S:1:pos:R:3:mulliken_charge:R:1 method="wB97M-V/def2-TZVPD" gap_ev=10.1 e_homo_ev=-9.4 smiles="C/C(Cl)=C/Br"
Br 3.1335 0.8705 -0.1618 -0.1342
Cl 0.9156 -1.9223 -0.1068 -0.1805
C -1.4157 -0.1833 0.0081 -0.8288
C 1.1673 0.7806 -0.1429 -0.3259
C 0.4258 -0.3122 -0.0177 0.2614
H -1.8539 -0.1703 -0.9451 0.3065
H -1.5553 0.5536 0.7477 0.3515
H -1.4178 -1.2746 0.3836 0.2313
H 0.6004 1.6581 0.2348 0.3187

=====

Most favorable structure: x). The second most favorable one is 0.0222 hartree above it.

=====

w) 15
Properties=species:S:1:pos:R:3:mulliken_charge:R:1 method="wB97M-V/def2-TZVPD" gap_ev="8.9 / 7.2" e_homo_ev="-8.6 / -6.8"
N -0.1746 -1.4799 0.9199 -0.1202
C -3.2991 -0.0648 -0.5059 -0.8394
C 1.3328 0.1148 -0.5430 -0.5485
C 2.1460 1.2382 0.1520 -1.0003
B 0.1025 -0.2769 0.3620 -0.2105
H 1.9126 -0.6393 -0.8369 0.3771
H -3.4742 0.8459 -1.1691 0.2621
H 3.0356 0.9371 0.6862 0.3091
H -3.1570 -1.0518 -0.8060 0.3293
H -2.9861 0.0252 0.5400 0.2259
H 1.5080 1.5941 0.8926 0.2663
H 0.5516 -2.1869 0.8620 0.2399
H 2.4646 1.9407 -0.6250 0.3059
H 1.0185 0.5961 -1.4408 0.1983
H -0.9811 -1.5925 1.5121 0.2049

=====

x) 15
Properties=species:S:1:pos:R:3:mulliken_charge:R:1 method="wB97M-V/def2-TZVPD" gap_ev="8.6 / 7.7" e_homo_ev="-8.4 / -7.2"
N -0.4350 -0.7696 0.8422 -0.1000
C 1.5574 0.6987 1.5199 -0.8786
C -0.1989 1.3937 -2.2635 -1.0274
C -1.2427 -1.6117 0.0639 -0.7869
B 0.5803 0.0137 0.4137 -0.0802
H 0.2640 0.6618 -2.8855 0.3229
H -1.4772 -1.3024 -0.9774 0.2592
H -0.4906 -0.9548 1.7885 0.2096
H -0.9816 -2.6437 -0.0507 0.3257
H 2.1643 1.4722 1.0884 0.2524
H 0.5329 2.2292 -2.3792 0.2979
H -2.2981 -1.7336 0.5274 0.2784
H 2.2382 -0.0835 1.8892 0.2956
H 1.0002 1.1639 2.4067 0.2773
H -1.2133 1.4662 -1.9836 0.3542

=====

Most favorable structure: x). The second most favorable one is 0.0047 hartree above it.

=====

w) 18
Properties=species:S:1:pos:R:3:mulliken_charge:R:1 method="wB97M-V/def2-TZVPD" gap_ev=9.9 total_charge=+1 e_homo_ev=-13.6
Cl 3.9037 0.6060 0.1084 -0.3342
N 0.3417 -0.0696 0.4055 -0.2431
N 1.8995 -1.7350 -0.4180 -0.0595
N -1.8787 -0.5233 0.4902 -0.7033
C -1.0147 0.5896 0.4289 0.4191
C -1.2848 1.4758 -0.8496 -1.3277
C 0.6679 -1.3152 -0.2125 0.0427
H -0.3857 1.6829 -1.4184 0.3396
H 2.6289 -1.0750 -0.3489 0.0137
H -1.6626 2.4383 -0.4155 0.3032
H -2.8242 -0.3090 0.2082 0.1986
H -1.1428 1.0815 1.4266 0.4066
H -0.2989 -1.7893 -0.3726 0.4725
H -1.9851 1.0523 -1.4592 0.4619
H 2.2952 -2.6480 -0.4835 0.2645
H 4.8540 -0.2959 0.1420 0.2952
H -1.6790 -0.9493 1.3642 0.2152
H 1.0464 0.4630 0.8927 0.2352

=====

x) 18
Properties=species:S:1:pos:R:3:mulliken_charge:R:1 method="wB97M-V/def2-TZVPD" gap_ev=10.0 total_charge=+1 e_homo_ev=-14.2
Cl 3.0796 0.8624 0.1937 -0.2729
N 0.3004 -1.6387 -1.3067 -0.4854
N -0.9024 3.1265 -0.4290 -0.5509
N -0.5646 0.3646 -0.2564 -0.0993
C -0.1808 1.4054 0.3039 -0.0003
C 0.0798 -1.0769 -0.0749 0.1294
C -0.9010 -1.8457 0.7854 -1.2684
H -1.8523 -1.9789 0.2764 0.3860
H 1.0197 -0.8736 0.4448 0.3585
H -0.4552 3.8068 0.1762 0.2758
H -0.4834 -2.8284 0.9884 0.3561
H 0.6051 1.5445 1.0215 0.4316
H 1.0590 -1.3010 -1.8743 0.2266
H -1.8860 3.0502 -0.1867 0.2817
H 3.9251 0.3416 0.9890 0.2910
H -0.4824 -2.0195 -1.8131 0.2296
H -1.2916 0.4045 -0.9715 0.3363
H -1.0689 -1.3435 1.7335 0.3746

=====

Most favorable structure: w). The second most favorable one is 0.0712 hartree above it.

=====

w) 7
Properties=species:S:1:pos:R:3:mulliken_charge:R:1 method="wB97M-V/def2-TZVPD" gap_ev=9.8 e_homo_ev=-9.6 smiles="C=P.Cl"
Cl 3.0371 -0.4964 0.4524 -0.2570
P -0.5423 -0.6397 0.6255 -0.0360
C -1.8581 0.0637 -0.1093 -0.4353
H 3.5851 -0.0252 -0.6377 0.2512
H 0.1396 0.6136 0.8792 0.0131
H -1.6931 1.0559 -0.6025 0.2248
H -2.6684 -0.5720 -0.6076 0.2393

=====

x) 7
Properties=species:S:1:pos:R:3:mulliken_charge:R:1 method="wB97M-V/def2-TZVPD" gap_ev=10.8 e_homo_ev=-9.9 smiles=PCCl
Cl -2.4535 -0.4469 -0.1501 -0.1738
P 0.4027 -1.1809 0.1453 -0.0555
C -0.8632 0.1674 0.3432 -0.4199
H 0.2615 -1.2900 -1.2357 0.0438
H 1.4767 -0.2969 0.0279 0.0418
H -0.6200 1.1563 -0.2894 0.2622
H -0.9310 0.4747 1.3869 0.3014

=====

Most favorable structure: x). The second most favorable one is 0.0335 hartree above it.

=====

w) 52
Properties=species:S:1:pos:R:3:mulliken_charge:R:1 method="wB97M-V/def2-TZVPD" gap_ev=9.4 e_homo_ev=-9.0 smiles="COc1ccc(CC(=O)NCc2ccccc2)cc1S(=O)(=O)N1CCOCC1"
S 2.0375 2.3870 -0.4620 1.3394
O 1.5081 0.4361 -2.7178 -0.2428
O -4.7155 0.3261 0.3583 -0.6509
O 2.2932 -1.4238 1.1357 -0.4715
O 1.7255 3.4256 0.4780 -0.7664
O 2.8161 2.7183 -1.6161 -0.7340
N 2.8630 1.2359 0.3893 0.1677
N -2.8590 0.4713 1.6390 -0.1199
C -0.8981 0.5565 -2.6022 -0.5204
C 0.0608 -3.4962 0.8185 -0.4573
C 1.5581 -0.3637 1.7000 0.4273
C 2.3961 0.9173 1.7170 -1.2048
C 1.8208 0.9655 -3.9977 -1.0012
C 2.6505 -1.1400 -0.2015 0.1910
C -0.6859 2.1479 -0.3502 0.1135
C -2.9845 -0.8345 2.2521 -1.1353
C -1.1776 -2.5516 2.6431 -0.7277
C -1.9459 1.7787 -0.8018 0.1607
C -1.6557 -1.8756 0.3968 -0.0969
C -2.0335 0.9823 -1.9417 -0.7648
C -0.6705 -2.7263 -0.0701 -0.5126
C 0.3651 0.9206 -2.1381 0.0578
C -1.9170 -1.7790 1.7586 0.5877
C 0.4510 1.7313 -1.0147 0.0963
C 3.4952 0.1355 -0.2992 -0.9322
C -0.1981 -3.4103 2.1748 -0.5723
C -3.1876 2.1544 -0.0485 -1.4407
C -3.6905 0.8922 0.6612 0.6244
H 1.8270 1.7742 2.0751 0.4619
H 3.2205 -2.0021 -0.5501 0.4833
H 2.1780 1.9936 -3.8936 0.2903
H 3.2699 0.7678 2.3612 0.3660
H -3.9765 -1.2059 1.9753 0.3869
H -0.9785 -0.0724 -3.4763 0.5360
H -3.0074 0.6887 -2.3053 0.4120
H -0.5560 2.7995 0.5010 0.6804
H -1.3746 -2.4843 3.7039 0.3715
H 2.6168 0.3377 -4.3928 0.2788
H 0.8312 -4.1587 0.4560 0.4000
H 1.7427 -1.0341 -0.8105 -0.1811
H -0.4767 -2.7898 -1.1311 0.4167
H -2.9797 2.9361 0.6817 0.3831
H 0.9574 0.9346 -4.6677 0.3900
H -2.2323 -1.2830 -0.2991 0.5423
H 3.6272 0.4355 -1.3372 0.3524
H -2.9346 -0.7352 3.3406 0.3919
H 4.4742 -0.0352 0.1631 0.3644
H -3.9712 2.4900 -0.7278 0.3848
H 0.6343 -0.2030 1.1198 -0.3471
H -1.9816 0.9511 1.7700 0.2768
H 1.2983 -0.6793 2.7117 0.5528
H 0.3702 -4.0078 2.8714 0.3918

=====

x) 52
Properties=species:S:1:pos:R:3:mulliken_charge:R:1 method="wB97M-V/def2-TZVPD" gap_ev=9.2 e_homo_ev=-8.7 smiles="NS(=O)(=O)c1ccc(CCNC(=O)c2ccc(OC[C@@H]3CCCO3)cc2)cc1"
S 0.4525 1.0568 2.5319 1.3788
O 2.0166 -2.4980 -1.5226 -0.4438
O 1.7576 1.1123 1.9347 -0.6427
O -2.4934 1.2578 -3.7756 -0.6843
O 2.3814 -2.0446 2.0401 -0.6273
O 0.2623 1.6337 3.8337 -0.7178
N -3.5931 0.6424 -1.9053 -0.1543
N -0.0283 -0.5496 2.5803 -0.4053
C -2.0475 1.8995 1.8259 -0.9458
C 0.8544 -1.8281 -1.7411 0.5606
C -1.3097 2.5429 -0.7677 -0.2308
C -0.4693 -0.6313 -3.3549 -0.6771
C 4.7073 -1.8464 2.0006 -0.6270
C -4.4457 1.8094 -1.8683 -0.8570
C -1.2496 -0.8513 -1.1057 -0.5529
C 3.4713 -1.6895 2.8788 -0.4917
C -0.3614 2.0622 0.1188 -0.4173
C 0.6554 -1.3582 -3.0426 -0.6668
C 4.1856 -1.2911 0.6766 -0.8873
C -0.1239 -1.5835 -0.7805 -0.3934
C 2.7003 -1.6863 0.6942 1.7824
C -0.7430 1.7362 1.4030 0.2830
C 2.3493 -2.8837 -0.2087 -1.3185
C -1.4404 -0.3535 -2.3907 0.9783
C -3.6769 3.0684 -1.3901 -1.2990
C -2.6377 2.6846 -0.3759 0.3707
C -2.9951 2.3687 0.9328 -0.4697
C -2.5389 0.5785 -2.7669 0.2275
H -0.4875 -0.7552 3.4531 0.3179
H -0.6154 -0.2420 -4.3510 0.4748
H 4.7005 -1.6917 -0.1938 0.4071
H 3.4488 -2.3531 3.7445 0.3745
H -3.5244 0.1243 -1.0455 0.3075
H -2.3018 1.6606 2.8463 0.4337
H -4.8285 1.9865 -2.8754 0.3480
H 4.2677 -0.2049 0.6724 0.2998
H -5.2801 1.5893 -1.2010 0.4442
H 4.9667 -2.9018 1.9036 0.2510
H 5.5635 -1.2988 2.3848 0.4250
H -4.0211 2.4894 1.2496 0.4421
H 1.5342 -3.4505 0.2577 0.3575
H -1.0223 2.7953 -1.7772 0.4079
H 3.2102 -3.5480 -0.3188 0.3562
H 2.0839 -0.8274 0.4000 -0.4262
H 1.4119 -1.5642 -3.7831 0.4646
H 0.6696 1.9326 -0.1679 0.4937
H -0.0171 -1.9294 0.2344 0.2899
H -1.9519 -0.6559 -0.3079 0.1227
H -4.3889 3.7818 -0.9744 0.5041
H -3.1858 3.5207 -2.2509 0.3352
H 3.3596 -0.6466 3.2028 0.2010
H 0.7680 -1.1693 2.4425 0.2965

=====

Most favorable structure: x). The second most favorable one is 0.0299 hartree above it.

=====

w) 22
Properties=species:S:1:pos:R:3:mulliken_charge:R:1 method="wB97M-V/def2-TZVPD" gap_ev=9.0 e_homo_ev=-9.4
F 1.8289 -2.1908 -0.8048 -0.2341
F 2.0680 -1.5684 1.2022 -0.2901
O -1.7349 0.0986 1.4227 -0.6304
O -0.7822 -1.6968 -1.6265 -0.7227
N -0.2597 2.1861 0.5263 -0.5753
C 0.7983 -0.2249 -0.4231 0.3553
C -1.6839 0.0069 0.0103 -0.1925
C 0.9766 1.1248 0.5672 -0.9424
C 2.0000 -1.1028 -0.0838 0.0651
C -0.5200 -1.0343 -0.4295 -0.3584
C -1.2328 1.4402 -0.3949 -0.5215
H -0.7107 2.3893 1.5792 0.3294
H 0.7702 0.5844 1.6143 0.5054
H -0.3402 -1.7602 0.2812 0.6593
H 1.9096 1.6693 0.6553 0.4141
H -0.8318 1.4413 -1.3919 0.3659
H -2.2252 2.1690 -0.7262 0.2745
H -0.8359 -3.0943 -1.5009 0.4003
H -2.6915 -0.4348 -0.1861 0.4340
H 3.0464 -0.7444 -0.4003 0.2995
H -0.5782 0.4674 1.5504 0.1817
H 1.0289 0.2743 -1.4410 0.1829

=====

x) 22
Properties=species:S:1:pos:R:3:mulliken_charge:R:1 method="wB97M-V/def2-TZVPD" gap_ev=9.8 e_homo_ev=-9.0 smiles=O[C@@H]1[C@@H](O)CNC[C@H]1C(F)F
F 0.2837 -2.7949 1.4586 -0.2687
F 2.0564 -1.5929 1.0421 -0.2910
O -1.5489 -0.5676 1.6160 -0.5729
O 0.5193 2.1496 0.6925 -0.6018
N 0.0089 0.7765 -1.7496 -0.3560
C -0.6584 1.3196 0.5668 0.0069
C -1.0212 1.3851 -0.9503 -0.9701
C 0.8322 -0.2390 -1.1624 -0.9602
C -0.3780 -0.0753 1.0752 -0.2859
C 0.9147 -2.1283 0.4819 -0.0124
C 0.0974 -0.9929 -0.1011 0.2313
H -1.4663 1.6883 1.1881 0.4264
H 0.7569 2.1898 -0.2800 0.3886
H -1.9715 0.8221 -1.0740 0.3043
H 0.5924 1.2650 -2.3400 0.2620
H 0.4162 0.0102 1.7861 0.4568
H 1.7359 0.2397 -0.7406 0.4029
H -1.2327 2.4310 -1.2544 0.4198
H 1.2776 -2.9050 -0.2445 0.3008
H 1.1096 -0.9884 -1.9297 0.3553
H -1.6021 -0.6210 2.5865 0.3772
H -0.7223 -1.3715 -0.6673 0.3867

=====

Most favorable structure: x). The second most favorable one is 0.2264 hartree above it.

=====

w) 9
Properties=species:S:1:pos:R:3:mulliken_charge:R:1 method="wB97M-V/def2-TZVPD" gap_ev=10.8 e_homo_ev=-9.5 smiles="C=CC"
C -0.3877 -0.2483 0.2481 0.0656
C -1.1913 0.4953 -0.5301 -0.7254
C 1.1060 -0.2466 0.2477 -0.8708
H 1.4971 -0.2182 -0.7998 0.2841
H -2.2997 0.4527 -0.4109 0.2313
H 1.4540 0.6853 0.7761 0.2267
H -0.7788 1.1755 -1.2866 0.2406
H 1.4432 -1.1505 0.8122 0.2736
H -0.8428 -0.9451 0.9435 0.2744

=====

x) 9
Properties=species:S:1:pos:R:3:mulliken_charge:R:1 method="wB97M-V/def2-TZVPD" gap_ev=11.8 e_homo_ev=-10.4 smiles=C1CC1
C 0.8453 -0.1370 0.1708 -0.5068
C -0.2701 0.5072 -0.6480 -0.4729
C -0.5823 -0.4048 0.4778 -0.3837
H -0.9919 -1.3992 0.3430 0.2614
H -0.4239 0.1656 -1.6554 0.2311
H 1.4570 0.4985 0.8109 0.2065
H -0.9167 0.2563 1.3080 0.1919
H -0.4837 1.5381 -0.4605 0.2190
H 1.4022 -0.8519 -0.3493 0.2536

=====

Most favorable structure: w). The second most favorable one is 0.0100 hartree above it.